Computed, not measured: 2 unconnected molecules or ions with the total composition CH4N2PS in a non-equilibrium geometry, with wB97M-V/def2-TZVPD.

```
! wB97M-V def2-TZVPD RIJCOSX def2/J DEFGRID3
* xyz 1 1
N 3.610 -0.626 0.291
H -2.062 1.187 -1.026
H -1.906 -0.709 0.950
S 0.080 -0.270 -0.160
P 4.161 0.647 -0.225
C -1.517 -0.161 0.133
H -3.322 0.690 -0.020
N -2.335 0.759 -0.207
H 3.291 -1.517 0.264
*
```

Computed properties:
LUMO energy   -7.04 eV

Results of the Löwdin charge analysis, in e, for atoms 1 through 2: atom 1 (N): -0.207, atom 2 (H): 0.075

***

Computed, not measured: 2 unconnected molecules or ions with the total composition CH4N2S in a non-equilibrium geometry, with wB97M-V/def2-TZVPD.

```
! wB97M-V def2-TZVPD RIJCOSX def2/J DEFGRID3
* xyz 0 1
H 1.604 1.207 0.556
H -0.626 1.477 0.669
N -0.173 1.066 -0.148
S -1.259 -1.043 0.429
N 1.135 1.054 -0.339
C -0.057 -1.899 -0.090
H -0.718 1.102 -1.002
H 0.095 -2.965 -0.075
*
```

Computed properties:
LUMO energy (spin up / spin down)   0.00 / 0.03 eV

Results of the Löwdin charge analysis, in e, for atoms 1 through 2: atom 1 (H): 0.027, atom 2 (H): 0.081

***

E per entry: -24196.8580 -14912.0928 eV
Energy relative to the best compared isomer or geometry (same formula, charge and spin) per entry: 57.21 127.10 kcal/mol